Record 1
{"formula": "C15H33BF6INNbO6Si", "method": "ωB97M-V with the def2-TZVPD basis set", "symbols": ["H", "C", "F", "Nb", "H", "C", "O", "F", "H", "C", "O", "H", "H", "F", "H", "H", "H", "H", "H", "C", "N", "C", "O", "H", "B", "F", "C", "H", "F", "C", "H", "H", "C", "H", "H", "F", "H", "H", "H", "H", "C", "H", "O", "H", "O", "C", "C", "H", "O", "H", "I", "H", "Si", "H", "C", "C", "H", "H", "H", "H", "H", "C", "H", "C", "H"], "xyz": [[0.82985, 3.96228, -2.34219], [0.38625, 3.17611, -2.95716], [3.47466, 3.01618, 0.38402], [-2.11009, 0.09823, -3.00495], [-2.81063, -0.05438, -1.37271], [-1.14135, -3.91779, 1.19058], [-0.91296, -4.13097, 4.44116], [0.45604, -2.38396, 5.91242], [-0.69956, -3.03575, 0.72747], [3.92630, 1.14677, 4.13278], [-2.92735, -2.82581, -0.86644], [5.96800, 0.47240, 4.20261], [2.29177, 1.42086, -1.40036], [1.60436, -1.86404, 4.14345], [-0.57238, -1.42321, -1.26007], [5.06357, 0.27429, 5.71047], [-3.73276, -2.33938, -1.04946], [-3.77692, 4.35171, -1.10165], [-0.50750, -5.61172, 2.39057], [-4.02889, 2.43108, -1.72960], [-4.51130, 3.81333, -1.54592], [-1.03307, -1.68354, -2.21683], [4.95217, 0.50746, 1.69774], [1.81236, 0.29634, -2.65302], [-2.02715, -2.81698, -1.92808], [5.48501, 2.36886, -0.12414], [5.23250, 0.93363, 4.85893], [-4.74834, -0.89828, -3.42965], [5.18571, 3.87479, 1.40731], [0.12378, -3.74520, 3.99407], [-3.70647, 2.10591, -0.74273], [-4.90735, 1.83343, -1.98824], [-3.99032, -0.50680, -4.11662], [-1.46510, -3.92821, -3.44225], [-1.64152, -4.50222, 0.41503], [2.11336, -3.63206, 5.29036], [0.67723, -5.09947, 1.17865], [-0.43324, 3.60472, -3.53153], [1.42487, -0.04814, -0.97041], [-0.25838, -1.89847, -2.95326], [4.68843, 2.75361, 0.86460], [0.01926, 2.98500, 0.19652], [4.07744, 2.09871, 3.04697], [3.53417, 0.21646, 3.72507], [-2.04832, -3.98329, -2.68217], [-0.08966, -4.75383, 1.86647], [-2.93473, 2.17350, -2.73800], [-1.66405, 2.68620, -0.26100], [0.67014, -3.95686, 2.82736], [-1.89811, -3.59074, 1.90261], [-0.74308, 0.35898, -5.46971], [3.17102, 1.59833, 4.77016], [-0.13449, 1.66547, -1.95794], [-3.73498, -1.28621, -4.84037], [1.09498, -2.87304, 4.85729], [4.59339, 1.61896, 1.93381], [-0.69571, 1.38404, 0.41554], [-3.31146, 2.38439, -3.74945], [-4.45845, 0.30898, -4.67180], [1.14317, 2.85517, -3.67423], [-4.65471, 4.23625, -2.45639], [1.48934, 0.74835, -1.71321], [-2.14080, 2.89112, -2.52583], [-0.66370, 2.25594, -0.24015], [5.62578, 1.88247, 5.22349]], "atomic_forces_ev_per_a": [[-0.008, 0.012, 0.106], [0.033, 0.092, -0.232], [-0.008, 0.135, -0.132], [0.359, -0.637, -0.799], [0.066, 0.062, 0.071], [-0.038, -0.044, 0.018], [-0.298, -0.250, -0.118], [0.103, 0.127, 0.069], [-0.013, -0.055, -0.042], [-0.163, -0.037, -0.056], [-0.126, -0.198, 0.003], [0.011, -0.028, 0.008], [0.016, 0.104, 0.058], [0.039, 0.108, 0.166], [-0.013, 0.133, 0.020], [0.024, -0.007, 0.011], [0.061, 0.278, 0.128], [0.062, 0.106, -0.039], [-0.043, 0.022, 0.069], [-0.649, -0.222, 0.232], [0.137, 0.049, -0.188], [-0.252, 0.668, 0.579], [0.033, -0.337, 0.149], [-0.037, -0.062, -0.071], [-0.057, -0.510, -0.301], [-0.047, 0.138, -0.096], [0.000, 0.066, -0.031], [0.031, -0.060, 0.125], [0.013, 0.046, -0.124], [0.469, 0.545, 0.630], [-0.017, -0.187, 0.051], [0.010, -0.141, 0.095], [0.150, 0.757, 0.093], [0.154, 0.017, 0.037], [0.069, 0.085, 0.086], [0.094, 0.036, 0.089], [-0.025, 0.016, -0.067], [-0.035, 0.107, -0.037], [-0.055, -0.065, 0.032], [0.051, -0.011, -0.136], [-0.033, -0.474, 0.564], [0.132, 0.087, -0.017], [-0.052, -0.083, 0.236], [0.017, -0.001, -0.023], [-0.210, 0.022, -0.025], [0.127, -0.040, 0.041], [0.037, 0.118, 0.655], [-0.034, 0.061, 0.059], [0.024, -0.172, -0.322], [-0.014, -0.014, -0.039], [0.125, -0.039, 0.002], [0.013, 0.013, 0.028], [-0.256, -0.186, -0.302], [0.092, -0.094, 0.033], [-0.391, -0.400, -0.497], [0.155, 0.565, -0.576], [-0.062, -0.014, 0.115], [0.101, -0.087, -0.106], [-0.057, -0.004, -0.097], [0.035, -0.010, -0.093], [-0.017, 0.069, -0.038], [0.395, -0.177, 0.073], [-0.148, 0.181, -0.180], [-0.090, -0.174, 0.024], [0.008, -0.006, 0.031]], "spin_multiplicity": 1, "total_charge": -1, "orbital_gap_ev": 6.35}



Record 2
{"formula": "C15H33CdFNO17P3", "method": "ωB97M-V with the def2-TZVPD basis set", "symbols": ["O", "H", "O", "O", "O", "O", "H", "F", "C", "P", "H", "C", "H", "H", "O", "H", "H", "H", "H", "C", "H", "C", "N", "C", "H", "H", "H", "C", "H", "O", "C", "H", "C", "H", "O", "O", "C", "H", "H", "O", "H", "P", "C", "H", "H", "O", "C", "H", "C", "H", "H", "H", "P", "O", "C", "H", "O", "Cd", "O", "H", "C", "O", "H", "O", "H", "H", "C", "H", "O", "H", "H"], "xyz": [[6.98918, 3.41467, -10.69407], [12.51405, 2.57907, -11.51655], [8.55605, 4.45294, -15.65668], [6.26255, 3.86641, -14.91896], [15.06374, 5.38603, -9.12752], [8.74902, 1.14475, -8.82311], [6.73402, 4.01241, -16.84619], [9.47161, 1.85055, -11.62218], [3.29229, 3.52026, -9.29855], [9.52410, 2.45086, -8.24219], [12.23938, 3.49528, -8.07040], [5.48607, 1.78896, -12.76599], [9.77084, 4.27473, -6.15124], [5.17197, 0.76339, -12.95995], [10.82799, 4.32519, -12.15347], [11.47821, 6.63672, -11.51440], [5.25953, 6.39064, -13.46759], [10.39201, 4.26660, -16.38345], [14.46932, 2.93157, -9.96746], [12.80083, 3.57227, -11.20395], [4.42615, 0.35168, -10.26357], [12.12914, 2.43734, -8.30856], [8.86993, 6.56246, -9.74189], [5.83124, 3.81869, -16.26693], [5.70352, -0.72520, -9.53380], [9.89755, 5.85088, -16.20343], [5.26135, 2.95112, -16.59960], [9.87692, 4.90367, -15.66448], [8.32236, 4.98250, -6.99855], [7.16162, 6.34312, -14.57229], [11.98514, 4.60927, -11.61423], [6.50482, 7.67270, -13.10937], [14.10643, 5.05718, -10.07207], [9.36243, -0.84387, -8.88489], [10.91271, 1.95652, -7.66780], [4.90482, 2.23903, -11.62029], [12.29145, 5.92895, -11.45019], [8.08522, 4.19816, -5.53408], [11.10857, 3.63524, -12.75915], [7.92677, 7.05081, -9.21562], [12.96576, 1.79302, -8.03835], [7.53547, 4.73725, -14.37507], [8.72128, 4.15070, -6.41798], [11.93310, 2.30905, -9.37309], [3.00326, 3.31228, -8.26836], [6.00154, 1.26567, -9.48154], [13.35647, 6.17211, -10.61275], [15.07315, 6.27873, -8.77453], [5.12244, 0.19222, -9.44025], [4.68390, 0.24728, -8.44388], [4.95917, 2.50353, -13.39834], [2.85691, 2.76823, -9.95657], [5.74098, 2.67604, -10.31013], [8.63311, 2.75817, -6.93123], [8.85022, -0.14707, -8.22139], [5.54893, 7.71739, -14.47351], [8.64963, 5.85557, -10.65258], [8.90153, 3.85215, -11.19975], [10.01981, 6.69934, -9.28387], [5.12324, 4.64656, -16.30524], [6.08002, 6.99682, -13.85155], [9.65372, 3.43681, -9.31847], [13.49407, 7.12728, -10.12787], [4.73374, 3.46979, -9.22234], [3.09917, 4.59069, -9.36920], [10.25505, 4.79580, -14.64787], [13.96037, 3.75005, -10.45476], [6.55908, 1.72043, -12.94503], [7.97341, 4.36044, -12.94021], [7.85047, -0.50455, -7.97484], [9.43597, 0.00719, -7.31519]], "atomic_forces_ev_per_a": [[-5.029, -1.851, 2.176], [-0.219, -0.275, 0.150], [-3.124, 0.019, 2.346], [1.574, 0.024, 2.412], [0.563, -1.314, 0.145], [0.937, 1.307, 0.400], [-0.565, -0.207, -0.664], [0.260, -0.266, -0.531], [0.872, 0.354, 1.605], [-1.660, -2.684, -0.146], [0.380, -0.191, -0.030], [-0.410, -0.684, -3.230], [-0.173, 0.511, 0.080], [-0.461, -0.066, -0.010], [-1.295, -0.764, -3.070], [0.183, 0.356, -0.637], [0.658, -0.641, 0.237], [0.261, -0.445, 0.453], [0.300, 0.070, -0.255], [0.427, -0.617, -0.791], [-0.487, -0.801, 0.231], [-0.985, -0.327, -0.788], [2.515, 1.536, 4.326], [0.087, 1.883, -0.451], [-0.179, -0.033, -0.187], [0.251, 0.600, 0.971], [0.559, -0.497, 0.764], [0.674, -0.146, -0.896], [0.339, -0.561, -1.059], [-0.199, -2.273, 0.224], [2.874, 0.372, 1.277], [0.158, -0.702, 0.479], [0.832, 3.599, 0.262], [-0.069, 0.147, -0.096], [0.019, 0.177, 0.556], [-0.308, 1.155, 5.461], [0.028, 0.486, 2.120], [0.307, -0.513, 0.208], [-1.267, -0.860, -0.385], [-3.038, 2.706, 2.460], [-0.198, 0.221, 0.415], [0.044, -0.133, 0.297], [0.099, -0.715, 0.902], [0.394, 0.268, 0.108], [-0.313, -0.411, -0.042], [1.710, 3.371, -1.507], [0.729, -1.833, 0.953], [-0.580, 0.110, -0.520], [-0.472, 0.198, 0.149], [-0.613, -0.454, -0.173], [0.883, -0.738, -1.491], [-0.049, 0.627, -0.313], [0.144, -0.739, 1.566], [0.310, 1.576, -1.306], [0.351, 0.775, 0.538], [0.377, -0.294, -0.928], [-0.422, -2.689, -6.105], [1.964, -1.459, 0.090], [0.750, 0.224, -0.245], [0.048, 0.187, -0.773], [-0.056, 1.105, 0.106], [0.731, 0.310, 2.594], [0.170, 0.211, -0.267], [2.052, -1.513, -2.889], [-0.690, -0.267, -1.047], [0.616, 0.702, -0.302], [-1.327, 0.793, 0.146], [0.241, 0.954, 0.876], [-2.447, 1.725, -7.114], [0.037, 0.031, -0.032], [-0.070, -0.730, 0.192]], "spin_multiplicity": 1, "total_charge": 0, "orbital_gap_ev": 8.13}



no.,largest force on an atom (hartree/bohr),LUMO energy (eV)
1,0.0211,2.209
2,0.1501,0.437